{"formula": "C28H31ClF2IrN6O7S", "method": "the ωB97M-V functional and the def2-TZVPD basis", "total_charge": 2, "max_force_ev_per_a": 1.293, "s_squared": 0.753, "e_above_lowest_kcal_mol": 51.5, "spin_multiplicity": 2, "species": ["Ir", "O", "C", "O", "C", "C", "Cl", "N", "N", "C", "C", "O", "O", "C", "C", "C", "C", "C", "C", "H", "H", "H", "H", "H", "H", "N", "C", "C", "N", "H", "H", "H", "H", "H", "H", "H", "H", "O", "C", "N", "C", "O", "C", "C", "C", "C", "N", "C", "H", "H", "H", "H", "H", "H", "H", "H", "F", "C", "F", "H", "C", "S", "O", "C", "C", "C", "C", "C", "C", "H", "H", "H", "H", "H", "H", "H", "H"], "xyz": [[-1.3116, 0.1860, 0.6385], [-4.9554, 2.2807, 4.6718], [-3.9031, 1.7135, 5.2554], [-3.7023, 1.7918, 6.4293], [-2.9499, 0.9438, 4.3821], [-1.8651, 0.2178, 4.8576], [-1.3181, -0.0076, 6.4304], [-1.1720, -0.2887, 3.8090], [-1.7964, 0.0420, 2.6554], [-2.8359, 0.8103, 3.0014], [-3.5549, 1.4246, 1.8557], [-4.5954, 2.0114, 1.9147], [-2.9416, 1.2166, 0.6751], [-0.0187, -1.1406, 3.8413], [1.1358, -0.7315, 3.1874], [2.2464, -1.5612, 3.1986], [2.2047, -2.7728, 3.8767], [1.0490, -3.1584, 4.5445], [-0.0735, -2.3440, 4.5287], [-4.9676, 2.1654, 3.7024], [1.1704, 0.2387, 2.7053], [3.1512, -1.2541, 2.6918], [3.0769, -3.4117, 3.8961], [1.0156, -4.0983, 5.0779], [-0.9786, -2.6471, 5.0379], [-2.8193, -1.4143, 0.1184], [-2.2253, -2.7632, 0.2174], [-0.7927, -2.6123, -0.2406], [-0.1678, -1.5549, 0.5957], [-3.6580, -1.3063, 0.6827], [-3.0990, -1.2154, -0.8420], [-2.7569, -3.5095, -0.3719], [-2.2598, -3.0799, 1.2617], [-0.7571, -2.2947, -1.2838], [-0.2372, -3.5455, -0.1462], [0.8039, -1.3444, 0.2958], [-0.0964, -1.8807, 1.5595], [4.0036, -0.8067, -3.8861], [3.1117, -1.8392, -4.3067], [1.8502, -1.5851, -3.6748], [0.8300, -0.9795, -4.3616], [0.8290, -0.8405, -5.5654], [-0.2754, -0.4045, -3.5304], [-1.4623, -0.1279, -4.1219], [-2.4380, 0.6075, -3.4095], [-2.2344, 0.8396, -2.0792], [-1.1170, 0.4624, -1.4126], [0.0278, 0.0989, -2.1829], [4.7936, -0.8370, -4.4374], [3.4876, -2.8187, -4.0085], [2.9498, -1.8081, -5.3821], [1.8305, -1.6177, -2.6678], [-1.6246, -0.4421, -5.1449], [-3.3645, 0.9218, -3.8653], [-3.0196, 1.2865, -1.4857], [0.6226, -0.6022, -1.6115], [-0.6013, 2.4120, 2.2954], [-0.3446, 1.9300, 1.0501], [-0.7567, 2.8793, 0.1740], [0.7484, 1.8661, 0.9672], [4.4895, 0.7916, -1.3728], [3.0024, 0.7128, -0.3872], [2.4652, -0.6817, -0.5595], [2.0001, 1.8511, -1.3611], [2.1694, 3.1751, -1.0878], [1.4569, 4.1391, -1.8320], [0.5831, 3.7844, -2.8471], [0.4226, 2.4474, -3.1393], [1.1317, 1.3981, -2.4412], [4.2900, 0.3362, -2.3457], [5.2405, 0.2241, -0.8239], [4.8052, 1.8296, -1.4631], [2.8378, 3.5025, -0.2984], [1.6009, 5.1861, -1.5953], [0.0422, 4.5422, -3.3953], [-0.2379, 2.1400, -3.9410], [1.8095, 0.9210, -3.1731]]}